Here is 2 unconnected molecules or ions with the total composition C7H16N in a non-equilibrium geometry from the OMol25 dataset. Energies are from the ωB97M-V functional and the def2-TZVPD basis.

As for the total charge: +1. The maximum force is 1.51 eV Å⁻¹. Its spin multiplicity is 1. As for the orbital gap: 9.99 eV. Its HOMO energy is -13.18 eV. The calculation puts the relative energy (zero: lowest compared OMol25 entry of this formula, charge and spin) at 33.9 kcal/mol.

Each line ends with the Mulliken charge.
Geometry (Å):
C1 -1.373 0.640 -2.914  -1.29
C2 -0.755 0.034 -1.708  0.03
C3 -0.379 -1.227 -1.588  -0.13
N1 0.204 -1.767 -0.338  -0.07
H1 -1.414 -0.067 -3.741  0.35
H2 -2.383 0.959 -2.656  0.33
H3 -0.818 1.531 -3.207  0.33
H4 -0.794 0.688 -0.842  0.26
H5 -0.418 -1.980 -2.362  0.40
H6 0.268 -0.954 0.316  -0.35
H7 -0.372 -2.473 0.129  0.40
H8 1.142 -2.132 -0.469  0.47
C4 2.294 -0.327 1.363  -1.33
C5 1.215 0.723 1.559  0.30
C6 -0.072 0.521 1.863  -0.28
C7 -1.137 1.581 1.785  -1.45
H9 2.022 -1.276 1.819  0.37
H10 2.512 -0.385 0.293  0.31
H11 3.209 0.070 1.800  0.41
H12 1.481 1.772 1.463  0.34
H13 -0.421 -0.435 2.258  0.49
H14 -0.785 2.484 1.285  0.37
H15 -2.041 1.231 1.279  0.36
H16 -1.474 1.856 2.788  0.38

Here is a gas-phase ion, C7H16N (charge +1) in a non-equilibrium geometry from the OMol25 dataset. Energies are from the ωB97M-V functional and the def2-TZVPD basis.

As for the total charge: +1. The maximum force is 5.41 eV Å⁻¹. Its spin multiplicity is 1. The SMILES is C=C(CC)C[C@H](C)[NH3+]. As for the orbital gap: 10.33 eV. Its HOMO energy is -13.70 eV. The calculation puts the relative energy (zero: lowest compared OMol25 entry of this formula, charge and spin) at 56.3 kcal/mol.

Each line ends with the Mulliken charge.
Geometry (Å):
C1 -1.461 1.711 2.084  -1.33
C2 -1.003 0.734 0.950  0.20
C3 0.422 0.870 0.405  -1.18
C4 0.957 -0.252 -0.542  0.65
C5 1.488 -1.316 -0.047  -1.19
C6 0.504 0.065 -1.938  0.01
C7 0.972 -1.097 -2.897  -1.34
N1 -1.015 -0.678 1.526  -0.32
H1 -2.514 1.764 2.552  0.39
H2 -0.775 1.698 3.056  0.31
H3 -1.400 2.740 1.833  0.38
H4 -1.776 0.704 0.202  0.28
H5 0.517 1.873 0.094  0.54
H6 1.062 0.930 1.284  0.45
H7 2.049 -2.004 -0.661  0.21
H8 1.715 -1.698 0.887  0.34
H9 -0.707 0.188 -2.047  0.16
H10 1.089 0.958 -2.258  0.27
H11 1.136 -0.710 -3.919  0.34
H12 1.833 -1.729 -2.701  0.35
H13 0.144 -1.740 -3.021  0.35
H14 -2.005 -0.771 2.024  0.43
H15 -0.272 -0.810 2.222  0.37
H16 -0.959 -1.430 0.911  0.33

Here is a molecular structure, C7H16N2 in a non-equilibrium geometry from the OMol25 dataset. Energies are from the ωB97M-V functional and the def2-TZVPD basis.

The maximum force is 2.56 eV Å⁻¹. Its spin multiplicity is 1. As for the orbital gap: 7.78 eV. Its HOMO energy is -6.95 eV. The calculation puts the relative energy (zero: lowest compared OMol25 entry of this formula, charge and spin) at 138.4 kcal/mol.

Each line ends with the Mulliken charge.
Geometry (Å):
C1 0.845 -0.535 -0.830  1.56
C2 0.755 1.393 0.817  -0.99
C3 -0.436 -1.394 0.364  -0.88
C4 0.303 -1.941 -0.800  -0.72
C5 -2.591 0.783 1.835  -0.83
C6 2.349 -0.488 -0.693  -1.70
C7 0.260 0.310 -1.932  -1.71
N1 -1.158 0.630 1.845  -0.70
N2 -0.553 1.463 1.035  0.32
H1 -1.108 1.981 0.344  0.36
H2 1.364 0.948 1.586  0.35
H3 1.187 2.168 0.206  0.52
H4 -1.509 -1.321 0.278  0.28
H5 -0.046 -1.599 1.347  0.32
H6 -0.308 -2.223 -1.659  0.31
H7 1.033 -2.718 -0.569  0.32
H8 -2.989 1.139 0.867  0.30
H9 -3.037 -0.192 2.036  0.29
H10 -2.931 1.473 2.620  0.30
H11 2.749 0.526 -0.717  0.35
H12 2.818 -1.031 -1.525  0.42
H13 2.676 -0.958 0.237  0.39
H14 0.583 -0.061 -2.912  0.44
H15 0.578 1.351 -1.871  0.32
H16 -0.832 0.298 -1.909  0.37

The evaluated total energy for the records listed, in turn: -330.7745; -330.7389; -385.6200 a.u..